{"formula": "C15H25NO6S", "method": "ωB97M-V/def2-TZVPD", "e_above_lowest_ev": 0.000, "smiles": "C=CCOC(=O)CSC[C@H](NC(=O)OC(C)(C)C)C(=O)OCC", "max_force_ev_per_a": 0.69, "symbols": ["C", "C", "C", "O", "C", "O", "C", "S", "C", "C", "N", "C", "O", "O", "C", "C", "C", "C", "C", "O", "O", "C", "C", "H", "H", "H", "H", "H", "H", "H", "H", "H", "H", "H", "H", "H", "H", "H", "H", "H", "H", "H", "H", "H", "H", "H", "H", "H"], "xyz": [[5.2592, 1.1404, 0.3176], [5.2429, 1.5191, 1.5804], [4.4607, 0.8534, 2.6746], [3.6558, -0.2263, 2.2110], [2.4535, 0.0840, 1.7276], [1.9741, 1.1890, 1.7366], [1.7843, -1.1215, 1.1232], [2.1885, -1.0962, -0.6636], [1.1981, 0.3270, -1.2229], [-0.2425, -0.0591, -1.5822], [-1.0000, -0.4527, -0.4229], [-1.8201, 0.4365, 0.2073], [-1.8578, 1.6103, -0.0652], [-2.5131, -0.1994, 1.1606], [-3.3784, 0.5443, 2.0553], [-4.5032, 1.2149, 1.2675], [-3.9431, -0.5227, 2.9939], [-2.5649, 1.5739, 2.8381], [-0.2525, -1.2084, -2.5873], [-0.7864, -2.2652, -2.3742], [0.4102, -0.8902, -3.6885], [0.5074, -1.8950, -4.7052], [-0.7374, -1.9213, -5.5791], [5.8375, 1.6692, -0.4196], [4.6991, 0.2899, -0.0343], [5.8122, 2.3731, 1.9209], [3.8178, 1.5965, 3.1642], [5.1378, 0.4182, 3.4159], [2.2026, -2.0456, 1.5135], [0.7035, -1.0809, 1.2338], [1.2019, 1.0745, -0.4296], [1.7068, 0.7159, -2.1031], [-0.7195, 0.8240, -2.0311], [-1.1944, -1.4416, -0.3323], [-5.1932, 1.6972, 1.9540], [-4.0940, 1.9623, 0.5936], [-5.0450, 0.4729, 0.6846], [-4.4822, -1.2736, 2.4225], [-3.1352, -1.0121, 3.5314], [-4.6203, -0.0661, 3.7093], [-1.7401, 1.0862, 3.3535], [-2.1590, 2.3237, 2.1648], [-3.2007, 2.0626, 3.5710], [0.6585, -2.8666, -4.2249], [1.3922, -1.6224, -5.2831], [-0.9124, -0.9408, -6.0152], [-0.6055, -2.6465, -6.3767], [-1.6032, -2.2048, -4.9859]], "lowdin_charge": [0.026, -0.139, -0.170, -0.012, -0.586, 0.103, -0.328, 0.940, -0.368, -0.264, 0.117, -0.549, 0.101, 0.040, -0.572, -0.020, -0.024, -0.017, -0.494, 0.121, 0.002, -0.202, -0.059, 0.057, 0.031, 0.101, 0.128, 0.132, 0.087, 0.076, 0.081, 0.085, 0.165, 0.149, 0.089, 0.079, 0.091, 0.086, 0.086, 0.088, 0.091, 0.081, 0.089, 0.125, 0.125, 0.079, 0.078, 0.076]}

---

{"formula": "C4H8N2S", "method": "ωB97M-V/def2-TZVPD", "e_above_lowest_ev": 0.800, "smiles": "[H]/N=C1/N[C@H](C)CS1", "max_force_ev_per_a": 2.46, "symbols": ["H", "N", "C", "N", "C", "C", "C", "S", "H", "H", "H", "H", "H", "H", "H"], "xyz": [[-3.0454, -0.5747, 0.3741], [-2.2247, -1.1020, 0.1478], [-1.1678, -0.4386, -0.0756], [-0.0530, -1.0092, -0.6326], [1.2517, -0.3924, -0.4831], [2.0043, -0.8093, 0.8131], [0.9851, 1.0793, -0.5366], [-0.6510, 1.3056, 0.2988], [-0.0174, -2.0372, -0.5491], [1.9617, -0.6857, -1.2778], [2.6895, 0.0380, 1.1392], [1.2348, -0.9783, 1.5969], [2.5111, -1.7611, 0.7192], [1.7433, 1.8176, -0.1151], [0.8427, 1.4346, -1.5821]], "lowdin_charge": [0.028, 0.080, -0.717, -0.016, -0.469, -0.058, -0.439, 0.877, 0.153, 0.140, 0.096, 0.081, 0.063, 0.101, 0.079]}

---

{"formula": "C16H18FeN3O3", "method": "ωB97M-V/def2-TZVPD", "spin_multiplicity": 5, "e_above_lowest_ev": 0.000, "total_charge": 1, "max_force_ev_per_a": 4.46, "s2": 6.0785, "symbols": ["C", "C", "N", "C", "N", "C", "C", "C", "N", "H", "H", "H", "H", "H", "H", "H", "H", "H", "H", "H", "O", "C", "Fe", "C", "O", "C", "O", "C", "C", "C", "C", "C", "C", "C", "H", "H", "H", "H", "H", "H", "H"], "xyz": [[2.6849, 1.0411, 2.2002], [1.8369, -0.0137, 1.5087], [0.6831, 0.5391, 0.8086], [0.8923, 1.7115, 0.2625], [1.9565, 2.5310, 0.4640], [3.1013, 2.1540, 1.2595], [1.9131, 3.6941, -0.3940], [0.5761, 3.5667, -1.1082], [0.0499, 2.3316, -0.6116], [2.1067, 1.4580, 3.0305], [3.5798, 0.5861, 2.6314], [2.4790, -0.5617, 0.7953], [1.4592, -0.7451, 2.2305], [3.4625, 3.0201, 1.8207], [3.9210, 1.8101, 0.6100], [1.9496, 4.6261, 0.1819], [2.7414, 3.6864, -1.1145], [-0.0915, 4.3919, -0.8526], [0.6985, 3.5225, -2.1917], [-0.7455, 1.8535, -1.0034], [-1.8916, -1.9066, -5.3437], [-1.8148, -1.7915, -4.1929], [-1.4712, -1.9606, -2.4662], [-0.8341, -3.5851, -2.7040], [-0.2209, -4.5066, -3.0727], [0.1236, -1.2556, -2.6687], [1.2484, -0.9855, -2.8195], [-1.9735, -1.9886, 2.5091], [-1.4724, -0.8020, 1.9429], [-1.5125, -0.3478, 0.6244], [-2.1640, -0.9495, -0.4873], [-2.6600, -2.2716, -0.5866], [-2.5756, -3.2742, 0.4249], [-2.4500, -3.1055, 1.8008], [-1.9201, -2.0680, 3.5954], [-1.0167, -0.1128, 2.6600], [-1.3010, 0.7163, 0.4666], [-2.4727, -0.2421, -1.2822], [-3.3486, -2.5143, -1.4279], [-2.7749, -4.2960, 0.0723], [-2.7520, -3.9554, 2.4277]], "lowdin_charge": [-0.140, -0.135, 0.188, -0.274, -0.003, -0.118, -0.075, -0.106, 0.127, 0.129, 0.134, 0.159, 0.128, 0.141, 0.146, 0.142, 0.145, 0.136, 0.138, 0.150, 0.121, -0.174, 0.150, -0.153, 0.125, -0.196, 0.086, -0.079, -0.081, -0.124, -0.133, -0.159, -0.072, -0.064, 0.104, 0.107, 0.067, 0.109, 0.124, 0.115, 0.118]}

---

{"formula": "CH3ClO", "method": "ωB97M-V/def2-TZVPD", "e_above_lowest_ev": 0.412, "smiles": "OCCl", "max_force_ev_per_a": 4.87, "symbols": ["O", "C", "Cl", "H", "H", "H"], "xyz": [[0.0459, 0.7680, -0.8320], [0.2831, 0.0960, 0.4235], [-0.2672, 1.0528, 1.9573], [0.4802, 1.5532, -0.7106], [-0.2305, -0.8074, 0.5135], [1.2985, -0.1792, 0.6600]], "lowdin_charge": [-0.053, -0.516, 0.439, 0.022, 0.044, 0.064]}

---

{"formula": "C17H25NO4", "method": "ωB97M-V/def2-TZVPD", "e_above_lowest_ev": 1.193, "smiles": "COC(=O)c1ccc(OC[C@H](O)CN2CCC(C)CC2)cc1", "max_force_ev_per_a": 0.67, "symbols": ["C", "O", "C", "O", "C", "C", "C", "C", "O", "C", "C", "O", "C", "N", "C", "C", "C", "C", "C", "C", "C", "C", "H", "H", "H", "H", "H", "H", "H", "H", "H", "H", "H", "H", "H", "H", "H", "H", "H", "H", "H", "H", "H", "H", "H", "H", "H"], "xyz": [[-8.3355, -1.0719, -0.2290], [-6.9470, -0.9204, 0.0161], [-6.4395, 0.3001, -0.2386], [-7.1135, 1.2142, -0.6505], [-4.9928, 0.3845, 0.0414], [-4.2632, -0.7016, 0.5141], [-2.9095, -0.5891, 0.7636], [-2.2572, 0.6241, 0.5470], [-0.9417, 0.8641, 0.7738], [-0.0962, -0.1821, 1.1995], [0.3108, -1.1273, 0.0481], [1.0460, -2.2048, 0.5609], [1.1328, -0.3586, -1.0072], [2.4823, -0.1623, -0.4946], [2.8690, 1.2282, -0.3350], [4.1494, 1.3129, 0.4915], [5.2817, 0.5482, -0.1938], [6.5557, 0.5732, 0.6439], [4.8110, -0.8841, -0.4455], [3.5030, -0.8888, -1.2319], [-2.9919, 1.7172, 0.0729], [-4.3381, 1.5983, -0.1763], [-8.5604, -0.8722, -1.2789], [-8.5792, -2.1004, 0.0253], [-8.9089, -0.3773, 0.3888], [-4.7626, -1.6422, 0.6850], [-2.3738, -1.4517, 1.1263], [-0.5491, -0.7625, 2.0108], [0.8006, 0.3097, 1.5853], [-0.5883, -1.5463, -0.4159], [1.9416, -1.8634, 0.7100], [0.6376, 0.5941, -1.2129], [1.1506, -0.9378, -1.9358], [2.0630, 1.7611, 0.1738], [3.0339, 1.7127, -1.3147], [4.4260, 2.3599, 0.6261], [3.9669, 0.8780, 1.4763], [5.4872, 1.0226, -1.1607], [7.3537, 0.0314, 0.1413], [6.8852, 1.5965, 0.8081], [6.3832, 0.1087, 1.6124], [5.5685, -1.4404, -1.0001], [4.6552, -1.3842, 0.5127], [3.1649, -1.9175, -1.3779], [3.6739, -0.4387, -2.2271], [-2.4735, 2.6495, -0.0865], [-4.9115, 2.4362, -0.5422]], "lowdin_charge": [-0.052, -0.050, -0.461, 0.108, -0.136, -0.002, -0.005, -0.253, -0.037, -0.137, -0.342, -0.019, -0.122, -0.185, -0.186, -0.154, -0.397, -0.075, -0.156, -0.192, 0.011, -0.003, 0.097, 0.092, 0.097, 0.119, 0.110, 0.130, 0.129, 0.144, 0.083, 0.126, 0.128, 0.118, 0.131, 0.117, 0.122, 0.141, 0.076, 0.076, 0.080, 0.118, 0.120, 0.123, 0.130, 0.119, 0.121]}

---

{"formula": "C39H53O2Zr", "method": "ωB97M-V/def2-TZVPD", "total_charge": -1, "total_energy_ev": -46656.328, "max_force_ev_per_a": 6.82, "symbols": ["C", "C", "C", "C", "C", "C", "C", "C", "C", "C", "Zr", "C", "C", "C", "C", "C", "C", "C", "C", "C", "C", "C", "C", "H", "H", "H", "H", "H", "H", "H", "H", "H", "H", "H", "H", "H", "H", "H", "H", "H", "H", "H", "H", "H", "H", "H", "H", "H", "H", "H", "H", "H", "H", "H", "H", "H", "H", "H", "H", "C", "O", "C", "C", "C", "C", "C", "C", "C", "C", "C", "C", "C", "O", "C", "C", "C", "C", "C", "H", "H", "H", "H", "H", "H", "H", "H", "H", "H", "H", "H", "H", "H", "H", "H", "H"], "xyz": [[-1.3103, 0.6724, 2.9623], [-0.3498, -0.2955, 3.5805], [1.0444, -0.0428, 3.8088], [1.8542, 1.1513, 3.4014], [1.6015, -1.1800, 4.3862], [3.0013, -1.2599, 4.8411], [0.5597, -2.1434, 4.5641], [0.7461, -3.3103, 5.3992], [-0.6347, -1.6406, 3.9930], [-1.8999, -2.3430, 3.6880], [0.8409, -1.7575, 2.0081], [-0.9403, -1.9018, 0.7451], [2.0337, -0.1499, 1.2647], [1.8522, -3.4457, 0.5630], [1.9713, -2.9540, -0.8481], [2.8193, -3.2679, 1.5939], [4.1147, -2.5730, 1.4277], [2.2517, -3.7695, 2.7765], [2.9894, -3.9104, 4.0237], [0.9260, -4.2592, 2.5044], [-0.0387, -4.8927, 3.4124], [0.7141, -4.0840, 1.1266], [-0.5481, -4.3658, 0.3780], [-1.3556, 1.6213, 3.5252], [-1.0672, 0.9599, 1.9179], [-2.3448, 0.2860, 2.9377], [2.3046, 1.7705, 4.1900], [2.9907, 0.9411, 3.1316], [1.2260, 1.8628, 2.8078], [3.1303, -1.3436, 5.9261], [3.6092, -2.6524, 4.9304], [3.7847, -0.6383, 4.3797], [0.5565, -3.5636, 6.4346], [-0.1480, -4.2065, 4.8587], [2.1111, -4.2586, 4.9026], [-2.7621, -2.1231, 4.2720], [-2.2872, -2.1227, 2.7811], [-1.8643, -3.3458, 3.6405], [-1.3106, -2.9304, 0.1350], [-1.8413, -2.0356, 1.2884], [-1.3058, -1.2393, -0.0459], [3.0679, -0.3819, 1.1673], [1.8748, 0.4559, 0.3686], [2.5008, 0.8099, 1.9233], [2.0222, -3.7731, -1.5877], [1.1271, -2.3117, -1.1755], [2.8790, -2.3438, -1.0184], [4.6595, -2.8287, 0.5255], [4.0236, -1.5665, 1.2576], [4.7779, -2.5732, 2.2807], [3.8398, -4.5132, 4.3097], [3.4119, -2.4552, 3.9918], [2.0574, -3.4138, 5.3785], [-0.2395, -5.9569, 3.4355], [0.5872, -4.9148, 4.5410], [-0.9493, -4.4640, 3.4025], [-0.6082, -5.2590, -0.2590], [-1.4032, -4.5317, 1.0990], [-0.6527, -3.7786, -0.6228], [2.7510, -1.2482, -6.7107], [2.8468, -0.9848, -5.2678], [1.7426, -0.4163, -4.7150], [1.7727, -0.1802, -3.3151], [0.6836, 0.3958, -2.6923], [-0.4903, 0.7714, -3.4164], [-1.5966, 1.3712, -2.7483], [-2.7192, 1.7850, -3.4537], [-3.8473, 2.3565, -2.8828], [-4.9740, 2.7266, -3.6728], [-6.1132, 3.3581, -3.0847], [-7.2141, 3.7217, -3.8265], [-7.2390, 3.4653, -5.2236], [-8.3570, 3.8379, -5.9012], [-8.3405, 3.5239, -7.3383], [-6.1247, 2.8400, -5.8540], [-5.0236, 2.4810, -5.0842], [-0.4993, 0.5063, -4.8243], [0.5877, -0.0715, -5.4723], [3.6981, -1.7268, -6.9911], [1.8966, -1.9265, -6.9057], [2.6185, -0.2925, -7.2560], [2.6709, -0.4585, -2.7645], [0.7112, 0.5818, -1.6156], [-1.5285, 1.5287, -1.6665], [-2.7153, 1.6548, -4.5419], [-3.8922, 2.5405, -1.8038], [-6.0947, 3.5538, -2.0104], [-8.0808, 4.2039, -3.3790], [-9.3059, 3.8669, -7.7325], [-7.5042, 4.0639, -7.8257], [-8.2274, 2.4300, -7.4772], [-6.1106, 2.6280, -6.9335], [-4.1859, 1.9947, -5.5931], [-1.3770, 0.7549, -5.4287], [0.5283, -0.2500, -6.5551]], "lowdin_charge": [-0.040, -0.291, -0.292, -0.144, -0.292, -0.105, -0.295, -0.166, -0.238, -0.045, 1.587, -0.265, -0.269, -0.303, -0.034, -0.268, -0.042, -0.303, -0.189, -0.247, -0.098, -0.284, -0.133, 0.084, 0.088, 0.087, 0.078, 0.108, 0.115, 0.097, 0.217, 0.088, 0.065, 0.152, 0.096, 0.094, 0.015, 0.020, 0.038, -0.042, 0.017, -0.038, 0.010, 0.037, 0.091, 0.079, 0.078, 0.093, 0.004, 0.084, 0.063, 0.156, 0.106, 0.097, 0.141, 0.014, 0.082, 0.116, 0.116, -0.083, -0.132, -0.321, -0.044, -0.066, -0.257, -0.138, -0.153, -0.140, -0.261, -0.072, -0.045, -0.323, -0.132, -0.083, -0.058, -0.056, -0.055, -0.057, 0.079, 0.088, 0.088, 0.099, 0.081, 0.086, 0.067, 0.088, 0.098, 0.101, 0.079, 0.088, 0.088, 0.088, 0.088, 0.088, 0.088]}